1.
Computed, not measured: a cluster of 2 separate species, C4H11N3O2 in total, with wB97M-V/def2-TZVPD.

Bonds (Å) are listed after each position.
CARTESIAN COORDINATES (ANGSTROEM)
1 C -3.244 -0.103 0.588  N4 1.440, H11 1.176, H12 1.088, H13 1.133
2 C -0.931 0.631 0.669  N3 1.493, N4 1.297, N5 1.326
3 N 0.082 1.215 1.597  C2 1.493, H6 0.978, H7 1.150
4 N -1.957 0.055 1.214  C1 1.440, C2 1.297
5 N -0.802 0.966 -0.607  C2 1.326, H9 0.991, H10 1.052
6 H 0.605 0.555 2.094  N3 0.978
7 H -0.664 1.789 2.258  N3 1.150
8 H 3.954 0.216 -1.340  O17 0.923
9 H -1.682 1.027 -1.060  N5 0.991
10 H -0.026 1.483 -1.094  N5 1.052
11 H -3.867 0.371 1.465  C1 1.176
12 H -3.301 -1.172 0.392  C1 1.088
13 H -3.699 0.500 -0.257  C1 1.133
14 C 1.778 -1.208 -1.314  C15 1.580, H18 1.122, H19 1.184, H20 1.070
15 C 2.864 -1.034 -0.179  C14 1.580, O16 1.165, O17 1.381
16 O 2.664 -1.237 0.951  C15 1.165
17 O 3.954 -0.275 -0.560  H8 0.923, C15 1.381
18 H 0.799 -1.442 -0.818  C14 1.122
19 H 1.753 -2.051 -2.144  C14 1.184
20 H 1.719 -0.287 -1.855  C14 1.070

total charge	+1
ΔE to the lowest compared entry with this formula, charge and spin	90.7	kcal per mole
2S+1	2
energy	-12881.161	eV
<S²>	0.762
gap between HOMO and LUMO (alpha / beta)	0.3650 / 0.2095	Ha

Atom charges from the natural (NBO) analysis, given in e for atoms 1 to 4: C -0.519; C 0.606; N -0.796; N -0.156

---

2.
Computed, not measured: a cluster of 2 separate species, C4H11N3O3P in total, with wB97M-V/def2-TZVPD.

Bonds (Å) are listed after each position.
CARTESIAN COORDINATES (ANGSTROEM)
1 C 1.280 2.561 -0.117  N7 1.176, O9 1.161
2 C 2.155 -0.617 1.200  C4 1.550, H12 1.073, H13 1.050, H14 1.149
3 C 1.711 -0.421 -1.234  C4 1.504, H15 1.244, H16 1.060, H17 1.006
4 C 1.261 0.048 0.123  C2 1.550, C3 1.504, N7 1.409, H18 1.139
5 N -2.688 1.709 0.877  P11 1.755, H19 1.008, H20 0.940
6 N -4.191 -0.336 0.117  P11 1.567, H22 0.992
7 N 1.471 1.440 0.182  C1 1.176, C4 1.409
8 O -2.261 0.711 -1.400  P11 1.708, H21 0.957
9 O 1.341 3.695 -0.356  C1 1.161
10 O -1.518 -0.770 0.607  P11 1.541
11 P -2.690 0.115 0.141  N5 1.755, N6 1.567, O8 1.708, O10 1.541
12 H 1.926 -0.087 2.104  C2 1.073
13 H 1.913 -1.635 1.285  C2 1.050
14 H 3.300 -0.558 1.269  C2 1.149
15 H 2.904 -0.166 -1.478  C3 1.244
16 H 1.107 -0.129 -2.054  C3 1.060
17 H 1.818 -1.422 -1.213  C3 1.006
18 H 0.166 -0.162 0.359  C4 1.139
19 H -3.687 1.680 1.008  N5 1.008
20 H -2.215 1.504 1.663  N5 0.940
21 H -1.414 0.332 -1.633  O8 0.957
22 H -4.248 -1.318 0.248  N6 0.992

total charge	-1
ΔE to the lowest compared entry with this formula, charge and spin	14.3	kcal per mole
energy	-24230.578	eV
gap between HOMO and LUMO	0.2821	Ha

Atom charges from the natural (NBO) analysis, given in e for atoms 1 to 4: C 0.850; C -0.605; C -0.570; C -0.122

---

3.
Computed, not measured: an isolated molecule of C4H11N3S, with wB97M-V/def2-TZVPD.

Bonds (Å) are listed after each position.
CARTESIAN COORDINATES (ANGSTROEM)
1 H -0.347 -1.232 1.854  N2 1.127
2 N 0.562 -1.516 1.252  H1 1.127, C3 1.368
3 C 0.654 -0.362 0.522  N2 1.368, N4 1.391, C6 1.524
4 N 1.657 -0.273 -0.437  C3 1.391, N5 1.400, H10 1.115
5 N 2.432 -1.417 -0.662  N4 1.400, H11 1.134, H12 1.144
6 C -0.478 0.659 0.500  C3 1.524, C7 1.535, C8 1.479, H13 1.052
7 C -0.212 2.108 0.071  C6 1.535, H14 1.149, H15 1.073, H16 1.134
8 C -1.527 0.151 -0.411  C6 1.479, S9 1.825, H17 1.045, H18 1.176
9 S -2.489 -1.383 -0.190  C8 1.825, H19 1.492
10 H 1.644 0.627 -1.094  N4 1.115
11 H 1.665 -2.234 -0.839  N5 1.134
12 H 2.906 -1.764 0.319  N5 1.144
13 H -0.872 0.628 1.475  C6 1.052
14 H 0.810 2.407 0.503  C7 1.149
15 H -1.026 2.758 0.330  C7 1.073
16 H -0.190 2.185 -1.060  C7 1.134
17 H -1.310 0.180 -1.433  C8 1.045
18 H -2.361 0.959 -0.231  C8 1.176
19 H -1.521 -2.483 -0.469  S9 1.492

SMILES	[H]/N=C(/NN)[C@@H](C)CS
ΔE to the lowest compared entry with this formula, charge and spin	70.9	kcal per mole
energy	-19629.085	eV
gap between HOMO and LUMO	0.3535	Ha

Atom charges from the natural (NBO) analysis, given in e for atoms 1 to 4: H 0.334; N -0.756; C 0.424; N -0.473

---

4.
Computed, not measured: a cluster of 2 separate species, C4H11N4 in total, with wB97M-V/def2-TZVPD.

Bonds (Å) are listed after each position.
CARTESIAN COORDINATES (ANGSTROEM)
1 C -0.325 -0.558 -1.983  C2 1.277, N8 1.207
2 C 0.187 -0.456 -3.148  C1 1.277, H9 1.051, H10 1.108
3 C -0.981 1.402 0.221  C4 1.551, N5 1.300, H11 1.035
4 C -1.287 -0.119 0.230  C3 1.551, N7 1.473, N8 1.468, H12 1.089
5 N 0.276 1.723 0.306  C3 1.300, H13 1.007
6 N 1.853 -0.360 0.951  H14 1.167, H15 0.979, H18 1.012, H19 0.942
7 N -0.906 -0.762 1.499  C4 1.473, H16 0.985, H17 0.973
8 N -0.565 -0.830 -0.832  C1 1.207, C4 1.468
9 H -0.429 -0.622 -3.985  C2 1.051
10 H 1.216 -0.047 -3.181  C2 1.108
11 H -1.671 2.168 0.311  C3 1.035
12 H -2.360 -0.303 0.209  C4 1.089
13 H 0.312 2.726 0.386  N5 1.007
14 H 1.164 0.581 0.969  N6 1.167
15 H 2.345 -0.606 1.761  N6 0.979
16 H -1.591 -1.384 1.840  N7 0.985
17 H -0.581 -0.145 2.177  N7 0.973
18 H 1.034 -0.954 0.944  N6 1.012
19 H 2.484 -0.527 0.271  N6 0.942

total charge	+1
ΔE to the lowest compared entry with this formula, charge and spin	79.4	kcal per mole
energy	-10277.746	eV
gap between HOMO and LUMO	0.3194	Ha

Atom charges from the natural (NBO) analysis, given in e for atoms 1 to 4: C 0.441; C -0.599; C 0.190; C 0.019

---

5.
Computed, not measured: a cluster of 2 separate species, C4H11N5 in total, with wB97M-V/def2-TZVPD.

Bonds (Å) are listed after each position.
CARTESIAN COORDINATES (ANGSTROEM)
1 C 0.188 -1.146 -2.147  H5 1.106, H6 1.283, N16 1.571
2 C -0.307 0.059 0.145  C3 1.450, N16 1.515, N19 1.550
3 C 0.113 1.445 0.086  C2 1.450, H9 1.123, N17 1.347
4 C -1.622 -1.922 1.712  H13 1.245, H14 1.154, H15 1.207, N20 1.445
5 H -0.624 -1.895 -2.100  C1 1.106
6 H 1.252 -1.240 -2.859  C1 1.283
7 H -0.308 0.221 -2.359  no bonds
8 H 0.396 -1.895 0.063  N16 1.141
9 H -0.542 2.019 0.796  C3 1.123
10 H 1.726 1.026 -1.037  N17 1.042
11 H 1.931 2.723 1.119  N18 1.061
12 H 1.863 3.711 -0.336  N18 0.989
13 H -0.566 -1.429 2.151  C4 1.245
14 H -1.443 -2.295 0.634  C4 1.154
15 H -2.215 -2.614 2.504  C4 1.207
16 N 0.490 -0.982 -0.614  C1 1.571, C2 1.515, H8 1.141
17 N 1.348 1.732 -0.370  C3 1.347, H10 1.042, N18 1.484
18 N 2.170 2.876 0.096  H11 1.061, H12 0.989, N17 1.484
19 N -1.588 0.248 0.997  C2 1.550, N20 1.233
20 N -2.263 -0.641 1.520  C4 1.445, N19 1.233

ΔE to the lowest compared entry with this formula, charge and spin	193.2	kcal per mole
energy	-11768.171	eV
gap between HOMO and LUMO	0.2907	Ha

Atom charges from the natural (NBO) analysis, given in e for atoms 1 to 4: C -0.418; C 0.049; C -0.001; C -0.504

---

6.
Computed, not measured: a cluster of 2 separate species, C4H11N5O2 in total, with wB97M-V/def2-TZVPD.

Bonds (Å) are listed after each position.
CARTESIAN COORDINATES (ANGSTROEM)
1 H -3.566 -1.323 -0.656  N2 1.014
2 N -4.262 -0.696 -0.270  H1 1.014, C3 1.260
3 C -3.839 0.442 0.067  N2 1.260, N4 1.399, H8 1.080
4 N -2.565 1.014 0.148  C3 1.399, C5 1.354, H9 1.011
5 C -1.311 0.600 -0.150  N4 1.354, N6 1.289, H10 1.083
6 N -0.768 -0.531 -0.447  C5 1.289, O7 1.385
7 O -1.657 -1.485 -0.915  N6 1.385, H11 0.972
8 H -4.567 1.150 0.434  C3 1.080
9 H -2.605 1.985 0.427  N4 1.011
10 H -0.617 1.417 0.002  C5 1.083
11 H -1.110 -2.179 -1.319  O7 0.972
12 N 3.402 0.874 -1.104  N13 1.385, H17 1.014, H18 1.032
13 N 3.543 -0.456 -0.742  N12 1.385, C14 1.283
14 C 2.816 -0.868 0.231  N13 1.283, C15 1.534, H19 1.084
15 C 1.812 -0.003 1.003  C14 1.534, O16 1.400, H20 1.098, H21 1.103
16 O 0.866 -0.753 1.713  C15 1.400, H22 0.968
17 H 4.234 1.120 -1.629  N12 1.014
18 H 3.313 1.529 -0.313  N12 1.032
19 H 2.863 -1.921 0.479  C14 1.084
20 H 2.346 0.619 1.735  C15 1.098
21 H 1.334 0.668 0.270  C15 1.103
22 H 0.341 -1.203 1.035  O16 0.968

SMILES	[H]/N=C\N/C=N\O.N/N=C\CO
ΔE to the lowest compared entry with this formula, charge and spin	119.9	kcal per mole
energy	-15868.001	eV
gap between HOMO and LUMO	0.3472	Ha

Atom charges from the natural (NBO) analysis, given in e for atoms 1 to 4: H 0.367; N -0.640; C 0.266; N -0.625

---

Question: What is the ΔE to the lowest compared entry with this formula, charge and spin in the fifth record?
Answer: 193.2 kcal per mole